w:
# CH12LiN2O5

A molecular structure, CH12LiN2O5 (ωB97M-V/def2-TZVPD, the OMol25 dataset).

The geometry in XYZ format:
```
21
Properties=species:S:1:pos:R:3:mulliken_charge:R:1
Li -0.619 -0.446 -0.453 0.715
C 0.949 0.968 0.497 0.616
O -0.111 0.588 0.070 -0.673
N 1.087 2.046 1.168 -0.444
N 2.018 0.247 0.672 -0.424
H 0.191 2.513 1.170 0.251
H 2.021 2.327 1.430 0.217
H 2.024 -0.595 0.115 0.262
H 2.493 0.415 1.548 0.196
O -1.638 -0.975 0.642 -0.570
H -2.481 -1.394 0.817 0.258
H -1.595 -0.253 1.269 0.380
O 0.510 -0.229 -1.699 -0.502
H 1.064 0.360 -2.212 0.229
H 0.029 -0.736 -2.353 0.250
O -1.802 0.223 -0.983 -0.411
H -2.012 0.362 -1.907 0.217
H -2.602 0.465 -0.517 0.292
O 0.175 -1.612 0.070 -0.428
H 0.449 -2.454 -0.292 0.233
H -0.148 -1.820 0.946 0.336
```

## Properties
Charge: +1
Frontier orbital gap (eV): 10.431
HOMO level (eV): -13.5692



x:
# CH12LiN2O5

A molecular structure, CH12LiN2O5 (ωB97M-V/def2-TZVPD, the OMol25 dataset).

The geometry in XYZ format:
```
21
Properties=species:S:1:pos:R:3:mulliken_charge:R:1
Li -1.368 0.747 -0.691 0.899
C 2.753 -0.560 1.207 0.510
O 3.942 -0.386 0.956 -0.608
N 1.895 0.509 1.348 -0.358
N 2.248 -1.802 1.399 -0.329
H 0.938 0.240 1.166 0.188
H 2.203 1.363 0.914 0.272
H 1.311 -2.104 1.580 0.156
H 2.942 -2.532 1.433 0.223
O -1.317 1.263 1.191 -0.581
H -1.654 2.102 1.533 0.284
H -1.201 0.706 1.971 0.306
O -3.065 1.272 -1.441 -0.584
H -3.972 1.244 -1.117 0.294
H -3.144 1.401 -2.396 0.315
O 0.366 0.616 -1.904 -0.563
H 1.219 0.164 -1.864 0.283
H 0.379 1.091 -2.746 0.284
O -1.555 -1.393 -0.800 -0.568
H -0.712 -1.862 -0.751 0.294
H -2.208 -2.078 -0.988 0.282
```

## Properties
Charge: +1
Frontier orbital gap (eV): 9.106
HOMO level (eV): -12.6142



Least stable: w



w:
# CH3O4P

A molecular structure, CH3O4P (ωB97M-V/def2-TZVPD, the OMol25 dataset).

The geometry in XYZ format:
```
9
Properties=species:S:1:pos:R:3:mulliken_charge:R:1
C 0.727 0.832 0.293 -0.834
O -1.394 -0.506 1.507 -0.592
O -0.128 -1.499 -1.583 -0.089
O -1.550 -0.017 -1.029 -0.393
O 0.175 -1.689 -0.335 -0.005
P -0.749 -0.273 0.216 1.008
H 1.244 0.650 1.229 0.304
H 1.373 0.670 -0.563 0.291
H 0.303 1.832 0.265 0.310
```

## Properties
Frontier orbital gap (spin up / spin down) (eV): 8.732 / 7.683
HOMO level (spin up / spin down) (eV): -11.4923 / -11.4655



x:
# CH3O4P

A single CH3O4P molecule (ωB97M-V/def2-TZVPD, the OMol25 dataset).

The geometry in XYZ format:
```
9
Properties=species:S:1:pos:R:3:mulliken_charge:R:1
C 1.123 0.015 -0.019 -0.844
O -0.924 -1.621 -0.989 -0.588
O -1.282 1.916 0.049 -0.075
O -1.273 -0.580 1.402 -0.542
O -1.033 0.983 -0.785 0.082
P -0.730 -0.583 0.048 0.974
H 1.433 -0.441 -0.831 0.373
H 1.163 1.021 0.321 0.335
H 1.524 -0.710 0.804 0.286
```

## Properties
Frontier orbital gap (spin up / spin down) (eV): 8.435 / 6.374
HOMO level (spin up / spin down) (eV): -11.4752 / -11.2156



Least stable: x



w:
# C2H3ClO2

2 unconnected molecules or ions with the total composition C2H3ClO2 (ωB97M-V/def2-TZVPD, the OMol25 dataset).

The geometry in XYZ format:
```
8
Properties=species:S:1:pos:R:3:mulliken_charge:R:1
C 0.392 1.681 -0.894 0.910
C 0.675 0.882 0.085 -0.847
O 0.096 2.262 -1.871 -0.384
O -0.639 -1.575 0.807 -0.473
Cl -1.982 -1.673 -0.238 0.052
H 0.109 0.005 0.365 0.166
H -0.233 -2.520 0.999 0.368
H 1.582 0.939 0.747 0.207
```

## Properties
SMILES: C=C=O.OCl
Frontier orbital gap (eV): 8.472
HOMO level (eV): -9.0021



x:
# C2H3ClO2

A molecular structure, C2H3ClO2 (ωB97M-V/def2-TZVPD, the OMol25 dataset).

The geometry in XYZ format:
```
8
Properties=species:S:1:pos:R:3:mulliken_charge:R:1
C 0.152 -0.165 -1.479 0.152
C 0.753 0.343 0.375 -0.051
O 0.342 -0.008 -2.667 -0.390
O -0.495 0.564 0.857 -0.433
Cl 1.477 -1.112 0.889 -0.141
H 1.217 1.236 0.252 0.396
H -0.730 -0.836 -1.018 0.157
H -0.826 -0.069 1.465 0.310
```

## Properties
Frontier orbital gap (eV): 9.370
HOMO level (eV): -8.7370



Least stable: w



w:
# CH4O2P

2 unconnected molecules or ions with the total composition CH4O2P (ωB97M-V/def2-TZVPD, the OMol25 dataset).

The geometry in XYZ format:
```
8
Properties=species:S:1:pos:R:3:mulliken_charge:R:1
C 0.255 1.015 -0.199 -1.012
O -1.713 -1.182 4.114 -0.493
O -2.662 1.007 3.882 -0.500
P -1.773 0.167 4.748 -0.007
H 1.168 0.400 -0.204 0.219
H 0.218 1.401 0.812 0.264
H 0.325 1.842 -0.791 0.288
H -0.573 0.460 -0.522 0.242
```

## Properties
Charge: -1
Frontier orbital gap (eV): 7.701
HOMO level (eV): -3.8348



x:
# CH4O2P

A gas-phase ion, CH4O2P (charge -1) (ωB97M-V/def2-TZVPD, the OMol25 dataset).

The geometry in XYZ format:
```
8
Properties=species:S:1:pos:R:3:mulliken_charge:R:1
C -0.701 -0.784 0.082 -1.129
O -0.216 1.887 -0.905 -0.799
O 1.614 0.356 0.404 -0.481
P 0.534 0.289 -0.971 0.125
H -0.834 -0.318 0.982 0.285
H -0.461 -1.888 0.209 0.291
H -1.622 -0.813 -0.295 0.442
H 1.686 1.271 0.496 0.267
```

## Properties
Charge: -1
SMILES: CP([O-])O
Frontier orbital gap (eV): 7.551
HOMO level (eV): -2.8771



Least stable: x



w:
# C2H3N4

2 unconnected molecules or ions with the total composition C2H3N4 (ωB97M-V/def2-TZVPD, the OMol25 dataset).

The geometry in XYZ format:
```
9
Properties=species:S:1:pos:R:3:mulliken_charge:R:1
C -1.777 -0.181 -0.236 0.366
C -1.528 0.929 0.548 -0.007
N -2.342 -1.045 -0.754 -0.050
N 2.852 -0.839 -0.005 -0.582
N 0.965 0.360 -0.395 -0.570
N 1.916 -0.238 -0.324 0.940
H -1.724 1.885 0.156 0.308
H -1.493 0.722 1.582 0.299
H 3.130 -1.592 -0.573 0.297
```

## Properties
Charge: +1
Frontier orbital gap (spin up / spin down) (eV): 5.189 / 5.181
HOMO level (spin up / spin down) (eV): -14.6447 / -14.6403



x:
# C2H3N4

A gas-phase ion, C2H3N4 (charge +1) (ωB97M-V/def2-TZVPD, the OMol25 dataset).

The geometry in XYZ format:
```
9
Properties=species:S:1:pos:R:3:mulliken_charge:R:1
C -0.055 -0.230 -1.235 -0.054
C -0.126 -0.235 0.252 0.159
N -1.309 0.388 -1.736 -0.143
N -0.284 0.971 -1.981 -0.139
N -1.503 0.135 0.609 -0.226
N -0.622 0.937 0.888 0.235
H 0.373 -1.087 -1.738 0.427
H 0.421 -0.966 0.834 0.428
H -0.510 1.917 1.147 0.312
```

## Properties
Charge: +1
SMILES: N1=NC1[C@@H]1N=[NH+]1
Frontier orbital gap (eV): 8.107
HOMO level (eV): -15.5511



Least stable: w